Density functional theory data (wB97M-V/def2-TZVPD) for C32H74AsF5N9O5S2Si3TeTi as an isolated structure in a non-equilibrium geometry.

```
133
Properties=species:S:1:pos:R:3:forces:R:3:mulliken_charge:R:1
Te 2.09079 -2.92016 0.34864 0.0187 -0.3188 0.1786 1.944
As -0.99959 0.80803 -3.31397 -0.0205 0.0316 0.2065 0.561
Ti 0.41173 -0.35371 -1.46510 0.0212 -0.3278 0.1578 -0.286
S 3.06201 4.39938 4.11688 0.0034 -0.0316 -0.0029 1.335
S -0.16644 -1.04630 1.58661 0.0743 -0.2518 0.0728 -0.162
Si 0.21731 2.58445 -4.47515 0.0082 0.0434 -0.0856 0.298
Si -1.77330 -0.77326 -4.98119 0.0145 -0.0010 -0.0019 0.251
Si -2.97209 1.75278 -2.30417 -0.0172 0.0094 -0.0227 0.022
F 1.67871 -1.10179 -2.44974 -0.1417 0.3460 -0.0227 -0.469
F 2.57951 -2.39115 2.03446 -0.0017 0.0452 -0.0341 -0.364
F 1.56298 -4.56390 1.15337 0.0359 0.2261 -0.0079 -0.477
F 3.83343 -3.40832 0.00667 -0.1180 0.1660 -0.0130 -0.391
F 2.08669 -0.84365 0.01352 -0.0006 -0.1354 -0.0492 -0.755
O 3.15623 2.99274 3.78614 0.0367 0.0147 -0.0096 -0.696
O 2.83478 5.33983 3.04523 0.0207 0.0287 0.0301 -0.666
O 0.29333 6.20664 0.46856 0.4456 0.0301 0.1157 -0.654
O -0.58059 -0.46322 0.15801 0.2436 0.3803 -0.5111 0.505
O 0.02688 6.85990 2.51051 0.4263 -0.0786 0.0033 -0.668
N 0.23194 6.01079 1.66918 -1.2010 0.0120 -0.1196 1.253
N 0.19574 4.07937 3.31569 0.1586 0.1037 -0.0579 0.315
N -1.34656 -3.05934 2.76281 0.0103 -0.0552 -0.1287 -0.042
N -2.80913 -1.43578 1.98882 0.0935 0.0293 0.0211 0.043
N -0.66291 -4.57613 -2.48982 -0.0579 0.0388 0.0813 0.395
N 0.09173 2.40294 1.85391 -0.1280 -0.0217 0.1436 0.185
N -0.49968 -2.22192 -1.83641 0.1421 -0.1445 0.0074 -0.088
N 1.39367 1.49714 -0.98182 -0.0608 -0.1362 0.1151 1.531
N 2.74049 1.54302 -1.49791 -0.0285 -0.0044 -0.0762 -0.010
C 1.91708 1.94403 -4.84505 -0.0328 0.0166 0.0187 -0.941
C -3.13207 -0.00358 1.81663 -0.0877 0.0488 0.0144 0.877
C -0.76461 -5.72340 -4.66281 -0.0151 0.0101 0.0023 -0.342
C 4.54784 6.35416 5.37061 0.0190 0.0075 0.0094 -1.110
C 4.95569 2.39682 -1.54341 -0.0351 0.0036 0.0123 -1.828
C 0.36611 4.79101 4.59103 -0.0285 -0.0685 0.0155 -1.180
C -2.87718 -2.07584 -4.21679 0.0245 -0.0048 -0.0482 -0.687
C -1.59918 -1.93620 2.11450 -0.1524 0.0530 0.0819 0.714
C 4.51028 4.87382 5.02586 -0.0289 -0.0250 -0.0380 -0.633
C 1.70872 4.55124 5.28439 0.0472 -0.0025 0.0020 -0.770
C 0.12583 4.07690 -3.35732 -0.0281 -0.0452 0.0357 -0.557
C -1.86757 -6.60991 -4.04033 -0.0100 -0.0213 0.0011 -0.711
C 3.58805 2.61948 -0.90382 0.0068 0.0223 -0.0239 1.690
C 0.11003 3.58850 1.17760 0.0453 0.0438 -0.0467 -0.255
C -1.67554 -6.80909 -2.53801 0.0060 -0.0066 -0.0202 -0.940
C 0.15378 -5.12766 -3.60729 0.0408 -0.0113 -0.0799 -0.741
C 3.68024 2.49751 0.61361 0.0143 0.0073 0.0147 -1.688
C -0.18673 -1.45976 -5.67481 -0.0499 -0.0301 0.0093 -0.922
C -2.43815 2.82757 -0.88343 -0.0086 -0.0289 -0.0414 0.098
C 0.15409 2.73509 3.13929 -0.0121 -0.0069 -0.0472 0.635
C -2.79080 0.18477 -6.21898 0.0279 -0.0082 -0.0211 -1.250
C 0.21970 1.77710 4.27302 -0.0100 -0.0144 -0.0266 -1.517
C -0.67619 2.95523 -6.06117 0.0408 0.0234 0.0023 -1.073
C -3.14492 -4.78619 2.83629 0.0097 0.0032 -0.0062 -1.009
C 3.03253 3.97835 -1.31128 0.0606 -0.0115 0.0105 -1.451
C -2.30544 -3.78474 3.61442 -0.0618 -0.0362 0.0459 -0.806
C -3.57501 0.60970 3.13359 0.0089 -0.0200 -0.0057 -1.548
C -3.99239 0.30322 -1.71205 0.0139 0.0232 -0.0120 -0.878
C 0.19274 4.62167 2.04749 0.2241 -0.1170 0.0435 -0.238
C -3.82745 2.72675 -3.63555 -0.0333 -0.0125 0.0583 -1.003
C -0.57624 -3.34459 -2.15372 -0.0077 0.0116 -0.0293 -0.378
C -1.64681 -5.47465 -1.81052 -0.0260 -0.0809 0.0032 -0.451
H -3.79446 1.66692 2.98810 -0.0061 0.0014 -0.0119 0.413
H -4.54710 -0.15124 -2.53232 0.0129 -0.0371 -0.0145 0.396
H -1.71631 -4.28931 4.37777 0.0119 0.0137 -0.0061 0.478
H 1.26186 1.60728 4.54986 -0.0085 0.0012 0.0032 0.226
H 0.90858 2.29916 -1.37272 -0.0234 0.0962 -0.0329 -0.862
H -3.38208 -0.46780 -1.23566 0.0003 -0.0009 -0.0014 -0.037
H -3.15941 3.43308 -4.12906 0.0068 0.0149 0.0059 0.237
H -0.14479 -6.29550 -5.35303 0.0128 0.0004 0.0064 0.469
H 0.79710 4.83987 -3.76205 -0.0090 0.0124 -0.0075 0.459
H -3.89330 -1.69410 -4.12484 -0.0245 0.0139 0.0216 0.521
H -4.72900 0.65834 -0.98649 -0.0210 0.0141 -0.0285 0.485
H -0.76294 -7.37037 -2.32914 0.0053 0.0026 -0.0021 0.379
H -1.78802 2.31560 -0.17011 -0.0484 -0.0265 -0.0195 -0.875
H -0.06402 3.70844 -6.56954 -0.0144 0.0147 -0.0021 0.421
H -4.47928 0.13356 3.51392 -0.0002 -0.0034 0.0151 0.462
H -1.88986 -7.58150 -4.52956 -0.0098 0.0053 -0.0078 0.344
H -2.92092 -3.04499 4.12944 0.0081 0.0047 -0.0033 0.345
H -3.57816 -2.02430 2.28473 -0.0166 -0.0189 0.0066 0.334
H -2.92132 -2.91229 -4.92204 -0.0025 -0.0100 0.0021 0.408
H -1.21100 -4.91415 -5.24250 0.0056 0.0043 -0.0109 -0.017
H -2.79058 0.52627 3.88684 0.0039 0.0077 0.0059 0.293
H 4.34621 6.96205 4.49080 0.0104 0.0044 -0.0026 0.333
H -3.83169 -0.13865 -6.16554 -0.0065 0.0101 0.0058 0.447
H -2.49602 -7.39627 -2.12596 0.0025 0.0075 0.0127 0.411
H 4.55526 4.21570 5.89513 -0.0008 0.0088 0.0140 0.399
H -3.77746 -4.30781 2.08578 0.0100 0.0056 -0.0128 0.299
H 2.89475 4.03107 -2.39266 0.0200 0.0029 0.0114 0.197
H -2.62671 -4.99601 -1.85830 0.0099 0.0202 0.0070 0.419
H 1.91358 5.39830 5.93870 -0.0007 0.0118 -0.0028 0.564
H -0.40752 -2.30486 -6.33261 0.0152 0.0050 -0.0171 0.492
H 5.53731 6.61150 5.74404 -0.0003 -0.0145 0.0122 0.393
H -1.93943 3.73349 -1.23170 0.0317 0.0002 0.0192 0.362
H -2.84653 -6.15819 -4.21348 0.0012 0.0054 0.0088 0.333
H 4.02203 1.50378 0.91507 0.0110 -0.0017 -0.0100 0.298
H 3.15988 0.65534 -1.24407 0.0241 -0.0665 -0.0259 0.230
H 5.32045 4.58259 4.35303 -0.0041 0.0164 -0.0183 0.421
H 4.39488 3.22230 1.00149 -0.0041 0.0135 0.0075 0.610
H 5.65945 3.14117 -1.17429 0.0062 0.0019 -0.0002 0.409
H 0.41155 3.94412 -2.31280 -0.0029 0.0033 -0.0679 -0.241
H -2.76834 1.26428 -6.08460 0.0075 -0.0314 -0.0014 0.255
H 0.76569 -4.31930 -4.00531 -0.0047 0.0076 0.0074 0.483
H 1.88576 1.24934 -5.68661 0.0102 -0.0214 0.0275 0.425
H 3.83085 6.61063 6.14991 -0.0106 0.0063 -0.0066 0.305
H -0.43764 4.48862 5.26239 -0.0101 0.0140 -0.0236 0.427
H -3.33503 3.14872 -0.34512 0.0037 0.0097 0.0193 0.599
H 0.32971 -0.70873 -6.27585 0.0105 -0.0010 0.0131 0.364
H -2.43594 -0.02761 -7.23024 0.0084 0.0168 -0.0045 0.396
H -0.21663 0.82967 3.96510 0.0019 -0.0085 0.0047 -0.077
H -0.88182 4.49608 -3.37459 -0.0241 0.0078 -0.0033 0.391
H 3.73587 4.75847 -1.02214 -0.0072 0.0135 0.0098 0.620
H -4.27797 2.08478 -4.39297 0.0215 -0.0047 -0.0145 0.308
H -2.56972 -2.45924 -3.24833 -0.0109 0.0344 -0.0008 -0.175
H 1.35391 1.60324 0.04412 0.0083 0.0276 0.0143 -0.125
H -4.63291 3.31006 -3.18035 -0.0098 -0.0066 0.0022 0.438
H -1.34749 -5.58857 -0.76702 -0.0192 0.0010 -0.0154 0.307
H 2.40930 1.47095 -3.99861 0.0201 -0.0121 0.0615 0.159
H -3.79636 -5.32669 3.52108 -0.0019 0.0083 0.0111 0.389
H 2.09223 4.21943 -0.80811 0.0042 -0.0027 0.0099 0.055
H -0.32116 2.14495 5.14484 -0.0074 -0.0091 0.0077 0.545
H 2.52990 2.79728 -5.15240 0.0070 -0.0096 -0.0200 0.427
H 1.72704 3.64133 5.88291 0.0010 0.0027 -0.0147 0.436
H 2.73792 2.71176 1.12006 -0.0216 -0.0013 0.0198 0.222
H 0.50347 -1.79351 -4.89700 -0.0045 -0.0058 0.0044 0.108
H -2.25356 0.50129 1.42443 0.0089 0.0173 0.0045 -0.611
H 0.24033 5.84195 4.37201 0.0039 0.0611 -0.0212 0.435
H -2.50777 -5.51626 2.33717 -0.0088 -0.0083 -0.0019 0.299
H -0.74189 2.09993 -6.73384 0.0068 0.0119 0.0270 0.328
H 4.89829 2.48260 -2.62854 -0.0018 -0.0029 -0.0041 0.376
H -0.44726 -3.49747 2.61174 0.0260 0.0629 0.0388 0.163
H -1.66719 3.38829 -5.92663 -0.0103 -0.0388 -0.0102 0.318
H 5.35481 1.41148 -1.29131 0.0020 -0.0049 0.0028 0.438
H 0.82079 -5.87714 -3.18216 -0.0014 0.0079 0.0145 0.409
H -3.91888 0.06028 1.06601 0.0433 -0.0140 0.0376 -0.075
H 0.03955 3.67941 0.10874 0.0136 0.0066 0.0201 0.365
```
Positions in Å, forces in eV/Å.

Results
* total charge: +3

---

Density functional theory data (wB97M-V/def2-TZVPD) for C32H74B3F12N4O as an isolated structure in a non-equilibrium geometry.

```
126
Properties=species:S:1:pos:R:3:forces:R:3:mulliken_charge:R:1
F -0.65032 -1.56476 3.69875 -1.1143 -2.6042 1.1909 0.010
F 2.75300 -1.75049 4.00480 2.7222 0.5204 -0.6797 -0.331
F 2.81239 0.22791 3.09213 2.4374 2.5258 1.4030 -0.226
F 4.26014 -1.36362 2.24786 0.7592 -0.0195 -0.0683 -0.384
F -1.09551 0.95164 1.19267 -1.7813 3.2934 1.1833 0.800
F -1.05727 0.17232 3.36624 -0.2327 3.7169 -2.0369 -0.098
F -0.58837 -3.82023 3.72970 -1.9540 -1.7980 -0.6189 -0.414
F 2.04952 -1.45544 1.92254 4.5295 2.3232 -3.7685 -0.559
F 0.98020 -2.62770 4.62391 -0.3875 -0.8586 1.6830 -0.356
F -0.24357 2.04174 2.84984 0.6516 4.0144 0.2902 -0.238
F 0.72849 -2.57948 2.39350 -3.5360 -4.4188 -1.3555 0.171
F 0.91502 0.34628 2.20254 -6.6149 -5.4480 4.5336 0.200
O 2.24519 -4.36202 -1.62382 -0.7677 1.1484 -1.3681 -0.314
N -3.98334 0.31205 2.74004 -1.6280 -1.2263 -0.6047 0.432
N 4.09153 1.06530 -0.27593 -0.1670 0.6316 -2.6002 1.088
N -0.02630 -2.24470 -1.82636 -1.0399 0.1134 -0.8529 0.752
N -1.10369 2.17149 -0.99007 0.7472 3.0881 -2.5824 1.013
C -3.14257 -1.99113 2.59351 -0.6033 -0.0192 2.2212 -0.667
C 1.03110 -2.53300 -2.90811 -0.7679 0.2169 0.5755 -0.976
C 6.19843 0.52221 -3.65424 0.3747 -0.4226 0.6627 -1.428
C 0.40170 3.92682 -1.97043 -1.7662 -0.9955 -0.6843 -1.558
C -3.23931 0.88684 3.96556 -0.5013 0.7573 -0.6311 -0.767
C -0.42757 -0.91080 0.44037 0.1953 -3.3485 -1.8889 0.224
C 1.31150 3.00279 -1.20668 -0.9536 0.6247 -2.2056 -0.354
C 5.71134 1.23525 -2.37840 -0.6822 0.7598 -0.0027 -0.503
C -0.81223 -4.79333 -2.22904 0.4131 1.2066 0.4524 -1.417
C -3.99351 -0.10554 -2.32011 -0.4996 -0.1644 0.0539 -1.333
C 3.49302 -4.91503 -1.28005 1.0227 0.0101 0.6874 -0.818
C -1.76860 3.10171 -0.00036 1.1579 -0.6761 -1.1898 -0.276
C 0.41994 1.94601 -0.59040 -4.1303 1.6138 -1.9550 1.132
C -0.84119 3.04138 -2.26243 0.3582 -0.2161 -0.0432 -0.935
C -3.14755 -0.67528 1.86498 0.7345 0.3712 0.8171 0.130
C -4.75502 1.30013 1.78592 0.1740 -1.3455 1.5134 -1.526
C -3.92287 2.17130 0.95683 -0.1166 1.9808 0.3454 1.152
C 2.00801 1.40742 0.98186 4.4965 2.6730 -0.6285 1.530
C -5.08465 -0.65043 3.33259 0.0884 0.9360 -1.2989 -0.491
C 0.53468 -1.30355 -0.67847 -0.5631 -0.9240 -0.2674 -1.486
C -1.90703 0.90322 -1.31785 -0.2664 2.5537 0.0766 -0.007
C -4.41516 -1.95213 3.53773 0.8598 -1.5679 -0.2702 -1.036
C -4.70263 3.38978 0.31729 0.0593 -0.7297 0.9895 -1.948
C 2.73185 0.45932 0.02305 0.5496 0.1727 0.7528 -1.712
C -0.57113 -3.56904 -1.25569 0.5291 -0.4632 0.6263 -0.662
C 5.21188 0.57437 0.62364 -1.2957 0.2818 -0.0312 -1.073
C 3.76800 2.59281 -0.18601 2.0277 -0.5246 0.4988 -0.651
C -3.26779 1.19769 -2.00298 1.3265 -0.3713 -0.6333 -0.282
C 2.70805 2.78990 0.91860 1.1574 -1.1815 0.4433 -1.416
C 4.48294 0.58158 -1.73474 -0.6409 -0.0811 0.7669 -0.821
C -1.19148 -1.49667 -2.47790 0.8714 -2.2202 -0.2539 -1.349
C 2.33857 -3.15626 -2.40779 0.2057 -0.2580 0.6050 -0.272
B -0.34785 0.79568 2.36396 -1.0975 1.1127 5.3469 -0.423
B 3.00513 -1.08008 2.82222 -0.5193 -2.4509 1.9536 0.066
B 0.10831 -2.65013 3.56938 1.6760 -1.6782 2.7519 -0.407
H -3.39154 1.62766 0.17563 -0.8329 -0.2488 0.7820 -0.948
H -5.19400 4.00247 1.07312 0.1054 -0.1487 0.2592 0.520
H 1.84618 3.63184 -0.49498 -0.9985 -0.6423 -2.2525 -0.669
H 6.50041 -0.49550 -3.40693 0.0482 -0.0986 -0.0133 0.355
H 0.46754 2.00391 0.49701 -4.6340 4.3867 -4.4370 -0.022
H 2.03891 2.57654 -1.89753 -0.5907 -0.2816 -0.1904 0.162
H 2.94664 -3.29764 -3.30131 0.1184 -0.2831 -0.1777 0.745
H -1.57817 -2.06341 -3.32487 0.4458 -0.0760 -0.2543 0.821
H 2.94552 -0.55283 0.36657 -0.3877 0.1036 0.3388 1.565
H -0.02262 -0.17026 1.13009 1.3076 -3.8135 -3.0627 -0.027
H -1.46483 -4.54110 -3.06486 0.2273 0.1126 -0.2073 0.297
H -2.68565 3.42825 -0.49075 0.9483 -0.2049 0.1319 -0.300
H -1.30665 -0.41452 0.02924 1.6427 -2.6386 0.4548 -0.496
H 2.19075 0.41159 -0.92195 0.8884 0.0822 -0.1259 -0.225
H -0.86976 -0.49411 -2.75981 0.3417 -1.4968 -1.1165 0.238
H -3.95239 4.03476 -0.14012 -1.0610 0.1648 -0.1735 0.541
H -1.29138 -5.65637 -1.76679 -0.1070 0.4479 0.6768 0.402
H -1.42899 -3.25908 -0.65895 -0.1592 -0.2419 -0.2076 0.579
H -2.04526 -1.46785 -1.80091 0.7746 0.0162 0.3362 -0.038
H 5.46237 0.43876 -4.45384 -0.2817 0.2351 0.2160 0.331
H 4.68513 0.48853 1.57405 1.0124 0.1813 0.3872 0.545
H 3.60935 0.59607 -2.38646 -0.2521 1.1342 -0.0536 0.346
H -1.94873 2.44655 0.85194 1.3691 1.6653 -0.8391 -0.566
H -3.85651 1.60846 4.50074 -0.4871 0.0117 -0.4635 0.328
H -2.13972 -0.26032 1.87818 -1.4419 -0.7398 -0.1174 -0.326
H 4.48491 -0.50230 -1.61939 1.0501 -0.1572 0.3063 0.412
H 4.03362 -4.33740 -0.53026 -0.3858 0.3600 0.4255 0.256
H 6.46471 1.47706 -1.62870 0.4558 -0.9051 -0.0826 0.415
H 0.56381 0.92594 -0.94657 0.0354 1.2194 0.6092 -2.072
H 2.04300 3.59832 0.61484 0.7454 -0.0673 2.5243 0.606
H 0.21956 -3.78671 -0.53770 -0.2222 -0.5742 0.0780 0.568
H -3.49828 -0.75664 0.83616 -0.6969 0.4830 0.0658 -0.186
H 2.85853 -2.39980 -1.81999 0.1543 0.1398 0.2245 -0.167
H 1.85039 1.11598 2.02029 4.2639 1.9829 -0.9626 0.500
H -2.02479 0.39479 -0.36090 -1.2057 1.2143 -1.1169 1.066
H 7.07637 1.00105 -4.08785 -0.0758 0.1618 0.1634 0.415
H 1.45064 -1.77273 -0.31933 -0.2917 -0.0704 0.1728 0.971
H 3.32789 -5.90127 -0.84625 -0.1322 0.0883 -0.2564 0.284
H -2.29022 1.32211 3.65274 -0.9032 0.2530 0.2839 0.203
H 6.07819 1.23003 0.53592 -0.3442 0.1874 0.3265 0.507
H -2.25698 -1.98746 3.22898 -0.1936 -0.1593 -0.1126 0.153
H 4.23427 -4.96121 -2.07788 -0.4293 -0.2742 -0.6862 0.348
H 1.21665 -1.57627 -3.39631 0.5843 0.3091 0.4129 0.532
H 0.92498 1.48491 0.88613 6.4366 -3.9038 2.6578 -1.020
H -3.37505 -0.88849 -2.75896 -0.1230 0.4489 -0.1022 0.364
H -1.22756 0.27203 -1.89058 -0.9685 2.0919 1.0951 -0.373
H 3.07810 2.95856 1.92988 0.5477 0.2992 -0.2883 0.602
H -3.00821 0.10155 4.68529 -0.0120 -0.2825 -0.4907 0.460
H -5.43526 1.80664 2.47062 -0.1368 0.1616 -0.3440 0.565
H -3.10617 1.69512 -2.95929 0.1192 0.2816 0.0478 0.605
H 0.53911 -3.04034 -3.73795 -0.1027 -0.7308 0.4796 0.575
H -5.53987 -0.20047 4.21487 0.1158 0.1110 -0.1779 0.455
H -0.60902 2.29614 -3.02323 0.2442 0.0627 -0.2250 0.581
H -4.42238 -0.53912 -1.41668 -0.2060 -0.0685 0.0097 0.239
H -5.00304 -2.79843 3.18239 -0.5930 0.2794 0.3232 0.368
H -0.69178 -1.77105 1.05540 0.1320 -0.0966 -0.0111 0.942
H 0.77162 4.23169 -2.94937 0.2123 0.2839 0.2240 0.474
H 5.50245 -0.42329 0.29444 -0.2246 0.0682 0.1501 0.325
H -3.84834 1.85692 -1.35764 -0.1462 -0.2192 -0.6911 -0.069
H 0.76212 -0.37988 -1.21063 0.2104 -1.2570 -0.5957 1.013
H 5.44776 2.25978 -2.64104 -0.4564 0.1166 -0.2983 0.307
H 4.73151 3.07851 -0.03155 -0.0532 0.1140 0.2225 0.714
H -3.08897 2.61263 1.50265 -1.5408 -0.0849 1.0539 0.997
H -4.23648 -2.12967 4.59823 0.5448 -0.0841 -0.1614 0.378
H 3.43489 2.86449 -1.18767 0.5053 -0.0382 0.6495 0.304
H -5.26253 0.68179 1.04552 -0.5909 -0.4168 0.6772 0.279
H -1.15388 3.98133 0.19067 0.2175 -0.3212 0.0643 0.538
H -3.10470 -2.94547 2.06825 -0.1018 0.4498 -0.5793 0.697
H -4.77777 0.05993 -3.05879 -0.1984 0.0906 0.2745 0.499
H -5.80965 -0.76462 2.52671 -0.2018 0.3196 0.1406 0.420
H 0.15827 -5.18316 -2.53605 -0.1091 0.2457 -0.3450 0.318
H 0.13024 4.79365 -1.36792 -0.0544 0.0939 -0.2495 0.423
H -1.63830 3.66192 -2.67186 -0.6077 -0.3746 0.6071 0.459
H -5.50441 3.09642 -0.36035 0.2397 -0.0934 -0.2877 0.417
```
Positions in Å, forces in eV/Å.

Results
* total charge: +1

---

Values of relative energy (zero: lowest compared OMol25 entry of this formula, charge and spin), in order: 288.88, 2491.31, all in kJ/mol.